{
  "formula": "C18H21NO2S",
  "method": "ωB97M-V/def2-TZVPD",
  "symbols": ["C", "O", "C", "C", "C", "C", "C", "C", "C", "O", "N", "C", "C", "S", "C", "C", "C", "C", "C", "C", "C", "C", "H", "H", "H", "H", "H", "H", "H", "H", "H", "H", "H", "H", "H", "H", "H", "H", "H", "H", "H", "H", "H"],
  "coordinates": [[-0.67326, -0.20479, 2.98189], [0.24362, -0.49704, 1.95354], [1.02199, -1.62012, 2.05921], [0.86384, -2.55350, 3.07804], [1.68156, -3.66791, 3.15274], [2.68194, -3.86453, 2.21931], [2.84980, -2.93639, 1.21045], [2.03035, -1.81781, 1.10056], [2.34930, -0.89161, -0.03127], [3.46132, -0.86032, -0.52546], [1.32078, -0.15477, -0.50958], [1.50918, 0.83524, -1.54035], [1.76529, 2.22216, -0.94062], [1.27050, 3.56640, -2.06198], [-0.45347, 3.85808, -1.47960], [-1.27055, 2.61369, -1.54005], [-1.57997, 1.90526, -0.38617], [-2.27768, 0.71214, -0.45669], [-2.68431, 0.19646, -1.67910], [-3.41012, -1.11080, -1.76461], [-2.38489, 0.91469, -2.83255], [-1.68778, 2.10420, -2.76616], [-1.10928, 0.75862, 2.72096], [-1.46827, -0.95527, 3.03975], [-0.17662, -0.12274, 3.95297], [0.09820, -2.42196, 3.82613], [1.53218, -4.37788, 3.95266], [3.32618, -4.72770, 2.27979], [3.63148, -3.04956, 0.47451], [0.45179, -0.13021, 0.00069], [2.36654, 0.52804, -2.14280], [0.61682, 0.85519, -2.17037], [2.82419, 2.36378, -0.73095], [1.20235, 2.34856, -0.01600], [-0.39054, 4.25749, -0.46702], [-0.83133, 4.62645, -2.15263], [-1.27845, 2.29399, 0.57727], [-2.50915, 0.17374, 0.45149], [-3.83994, -1.38324, -0.80359], [-4.20529, -1.06281, -2.50585], [-2.72032, -1.90017, -2.06577], [-2.70012, 0.53212, -3.79259], [-1.44783, 2.64482, -3.67022]],
  "lowdin_charge": [-0.08, -0.12, -0.20, -0.02, -0.08, -0.08, -0.01, -0.05, -0.44, 0.06, 0.08, -0.23, -0.45, 0.86, -0.42, -0.33, -0.06, -0.05, -0.28, -0.05, -0.04, -0.05, 0.09, 0.10, 0.10, 0.10, 0.11, 0.10, 0.12, 0.11, 0.12, 0.10, 0.07, 0.07, 0.08, 0.08, 0.11, 0.10, 0.07, 0.08, 0.09, 0.11, 0.12],
  "energy_ev": -35427.7615,
  "relative_energy_ev": 0.6833,
  "smiles": "COc1ccccc1C(=O)NCCSCc1ccc(C)cc1",
  "e_homo_ev": -8.4
}

{
  "formula": "C18H21P2Rh",
  "method": "ωB97M-V/def2-TZVPD",
  "symbols": ["C", "C", "C", "C", "C", "Rh", "P", "H", "H", "H", "H", "H", "H", "H", "H", "C", "P", "C", "C", "C", "C", "C", "C", "C", "C", "C", "C", "C", "C", "H", "H", "H", "H", "H", "H", "H", "H", "H", "H", "H", "H", "H"],
  "coordinates": [[-0.39649, -0.25529, -3.54922], [-1.20740, 0.89262, -3.30134], [-0.38503, 1.96137, -2.84608], [0.96113, 1.54480, -2.83903], [1.03760, 0.15580, -3.32499], [0.74953, -0.85320, -1.50738], [0.06778, -2.94359, -1.55253], [-0.67282, -1.16116, -4.09332], [-2.28704, 0.91830, -3.43365], [-0.73462, 2.92894, -2.49550], [1.87446, -0.31981, -3.84337], [1.84449, 2.11143, -2.57000], [1.13556, -3.79141, -2.00726], [-1.01080, -3.19101, -2.46798], [-0.38900, -3.49118, -0.30791], [2.47171, 0.49534, 1.01881], [0.81885, 0.00826, 0.47164], [0.37130, -1.29090, 1.67470], [-0.90305, -1.37277, 2.25168], [-1.27051, -2.53571, 2.93573], [-0.35734, -3.58853, 3.08537], [0.92484, -3.48171, 2.55738], [1.29511, -2.33241, 1.84870], [-0.18812, 1.52873, 0.67288], [0.44878, 2.77957, 0.68109], [-0.30334, 3.96087, 0.72161], [-1.69776, 3.90276, 0.76284], [-2.33824, 2.65875, 0.72931], [-1.59494, 1.47964, 0.63775], [3.11213, -0.38969, 1.05396], [2.40722, 0.93849, 2.02029], [2.89581, 1.21316, 0.31771], [-1.60080, -0.54668, 2.16381], [-2.27542, -2.60873, 3.35341], [-0.65304, -4.49303, 3.62247], [1.65474, -4.28387, 2.68323], [2.28562, -2.26896, 1.40097], [1.53347, 2.83968, 0.65248], [0.20827, 4.92635, 0.71893], [-2.28857, 4.82114, 0.80736], [-3.42824, 2.60250, 0.76759], [-2.11585, 0.53112, 0.52784]],
  "lowdin_charge": [-0.22, -0.12, -0.12, -0.15, -0.33, 0.40, 0.57, 0.07, 0.09, 0.10, 0.08, 0.09, -0.11, -0.12, -0.10, -0.27, 0.76, -0.38, -0.09, -0.09, -0.10, -0.10, -0.14, -0.34, -0.10, -0.09, -0.09, -0.08, -0.11, 0.03, 0.06, 0.03, 0.08, 0.10, 0.10, 0.10, 0.08, 0.09, 0.10, 0.10, 0.10, 0.09],
  "energy_ev": -40586.3556,
  "relative_energy_ev": 0.0000,
  "multiplicity": 5,
  "e_homo_ev": [-3.6, -8.0]
}

{
  "formula": "C18H22AsN2O7ReSSi",
  "method": "ωB97M-V/def2-TZVPD",
  "symbols": ["Re", "O", "C", "O", "C", "C", "C", "C", "C", "C", "O", "N", "O", "O", "N", "O", "O", "H", "H", "C", "Si", "C", "C", "C", "C", "C", "C", "C", "H", "H", "H", "H", "H", "H", "H", "H", "H", "H", "H", "C", "As", "C", "C", "S", "H", "H", "H", "H", "H", "H", "H", "H", "H"],
  "coordinates": [[-0.53445, -0.57134, -0.75858], [3.57035, -1.40474, -0.95368], [2.50455, -1.19454, -0.42628], [1.41895, -1.00834, -1.14418], [2.38765, -1.15604, 1.07532], [3.55855, -1.16144, 1.81412], [3.50955, -1.14744, 3.20332], [2.29605, -1.16604, 3.87532], [1.11895, -1.12874, 3.15302], [1.12485, -1.11244, 1.72722], [0.00355, -1.06214, 1.08752], [-0.13155, -1.02194, 3.87652], [-1.12415, -0.72424, 3.24862], [-0.09415, -1.20644, 5.06732], [4.74785, -1.03954, 3.96602], [5.75865, -0.87404, 3.32992], [4.66045, -1.09224, 5.16752], [4.51165, -1.14924, 1.30012], [2.26875, -1.18034, 4.95822], [1.96235, 2.06766, 0.09162], [0.21655, 1.83636, -0.65018], [0.22705, 2.28876, -2.51538], [-1.13845, 2.56226, 0.47262], [-1.36985, 3.93756, 0.45302], [-2.27525, 4.51126, 1.32722], [-2.95495, 3.72646, 2.24592], [-2.75045, 2.35586, 2.26652], [-1.85535, 1.78136, 1.38212], [2.22865, 3.12086, 0.07542], [2.71805, 1.53316, -0.47758], [2.01735, 1.73676, 1.12502], [0.62225, 3.29166, -2.64408], [-0.76665, 2.27496, -2.95768], [0.86885, 1.61106, -3.07648], [-0.83095, 4.56256, -0.24128], [-2.45265, 5.57556, 1.29352], [-3.63625, 4.18066, 2.95032], [-3.27415, 1.72696, 2.97082], [-1.69885, 0.70596, 1.42522], [-3.73065, -2.74524, -3.90608], [-2.04495, -2.11154, -3.16438], [-0.89365, -1.56104, -4.63378], [-1.14055, -3.59394, -2.27328], [-2.50905, -0.39524, -1.91868], [-3.55305, -3.54854, -4.62278], [-4.24405, -1.91924, -4.40668], [-4.36935, -3.11434, -3.09898], [-0.82875, -2.37674, -5.35568], [0.10355, -1.33734, -4.24078], [-1.30285, -0.67554, -5.12518], [-1.21275, -4.48604, -2.89718], [-1.60065, -3.79574, -1.30138], [-0.08635, -3.32594, -2.13898]],
  "lowdin_charge": [1.13, 0.13, -0.56, -0.23, -0.06, 0.10, -0.10, 0.11, -0.04, -0.25, -0.23, -0.34, 0.08, 0.12, -0.36, 0.11, 0.11, 0.14, 0.14, -0.16, 0.62, -0.20, -0.30, -0.10, -0.07, -0.06, -0.06, -0.13, 0.04, 0.04, 0.03, 0.03, 0.02, 0.03, 0.10, 0.11, 0.11, 0.11, 0.05, -0.23, 0.80, -0.22, -0.23, 0.23, 0.05, 0.05, 0.05, 0.05, 0.04, 0.05, 0.06, 0.05, 0.03],
  "energy_ev": -118005.1429,
  "charge": 1,
  "multiplicity": 4,
  "e_homo_ev": [-11.9, -12.1]
}